Below is C25H46BaN3O4SSbSi3 as an isolated structure in a non-equilibrium geometry, with properties calculated with wB97M-V/def2-TZVPD.

Element x y z (Å)
Ba1 0.59755 -1.16418 -0.50913
C1 -1.06603 -4.80763 -0.29427
C2 0.18529 -5.08066 0.23575
C3 0.75104 -4.32914 1.23360
C4 0.00721 -3.26498 1.72111
C5 -1.31863 -3.02596 1.27242
C6 -1.85674 -3.77436 0.22866
H1 -1.44454 -5.45249 -1.11430
H2 0.61498 -5.98898 -0.21494
H3 1.73425 -4.50979 1.64590
H4 0.40362 -2.64069 2.50079
H5 -1.96946 -2.20566 1.64163
H6 -2.90612 -3.63148 -0.06538
O1 -0.07277 -0.10864 -5.16462
C7 0.50021 -0.36306 -4.03505
O2 0.05008 -0.03885 -2.97624
C8 1.81847 -1.04746 -4.09490
C9 2.60333 -1.06137 -5.23398
C10 3.73017 -1.87704 -5.25616
C11 4.19433 -2.47931 -4.06415
C12 3.39475 -2.29412 -2.95108
N1 2.20973 -1.60853 -2.92497
C13 3.62654 -2.86015 -1.59861
O3 4.25926 -3.99021 -1.36457
O4 3.21397 -2.22865 -0.65974
H7 -0.97339 0.25431 -4.94706
H8 2.24491 -0.43914 -6.00227
H9 4.33840 -2.00912 -6.15433
H10 5.11051 -3.06369 -4.11340
H11 4.38325 -4.50392 -2.19036
C14 3.53707 -0.06969 4.86984
N2 3.97797 -0.98563 3.87971
C15 3.51603 -1.08229 2.64016
S1 2.33197 -0.07717 1.97629
N3 4.08350 -2.07688 1.96713
C16 5.10371 -2.95734 2.50528
H12 3.98606 -0.35413 5.85226
H13 2.46177 -0.15364 4.88958
H14 3.77114 0.95274 4.60811
H15 4.87423 -1.38016 4.00369
H16 3.72790 -2.21104 1.03753
H17 4.83798 -3.29564 3.53429
H18 6.06512 -2.48033 2.56069
H19 5.23348 -3.87289 1.92982
C17 -3.43256 3.03381 3.12187
Si1 -3.22945 1.44933 2.12757
C18 -4.99690 0.79900 1.78154
C19 -2.20814 0.47583 3.40454
Sb1 -1.86378 1.35139 0.03456
Si2 -0.32472 3.36912 0.27822
C20 1.41186 2.75333 -0.38220
C21 -0.09952 3.90102 2.07208
C22 -0.73144 4.79386 -0.82314
Si3 -3.43323 2.14331 -1.78870
C23 -4.38247 0.61601 -2.42564
C24 -4.63482 3.46312 -1.21358
C25 -2.48564 2.66803 -3.37633
H20 -2.61150 3.10094 3.85988
H21 -4.41013 2.78244 3.56549
H22 -3.65490 3.98402 2.51370
H23 -5.62318 1.17856 2.54256
H24 -5.16136 -0.26178 1.73250
H25 -5.35890 1.16961 0.83988
H26 -2.66994 0.68491 4.36467
H27 -1.16574 0.83797 3.40180
H28 -2.17734 -0.59426 3.29571
H29 1.77059 1.98566 0.34174
H30 2.07314 3.63352 -0.38240
H31 1.41760 2.42348 -1.44010
H32 0.08529 3.11544 2.76824
H33 -1.01669 4.43133 2.36374
H34 0.69620 4.64423 2.19190
H35 -0.77788 4.49173 -1.87203
H36 0.08212 5.47852 -0.75760
H37 -1.68567 5.28143 -0.57168
H38 -4.92918 -0.00270 -1.76494
H39 -3.56323 -0.03500 -2.79088
H40 -4.97084 0.86633 -3.28259
H41 -5.29683 3.28237 -0.34943
H42 -5.43770 3.64681 -1.94184
H43 -4.20754 4.41985 -1.04591
H44 -1.35323 2.54649 -3.41047
H45 -2.70066 3.69293 -3.62388
H46 -2.81379 2.03704 -4.16359

Force components x, y, z for each atom (eV/Å):
Ba 0.3 0.2 0.1
C -0.9 0.0 -0.5
C -0.2 -1.6 -1.5
C 0.0 0.8 0.3
C -1.3 0.3 0.2
C 0.0 0.6 -0.2
C 0.1 -0.5 0.2
H 0.2 0.5 0.7
H 0.4 0.6 0.6
H 0.0 -0.2 -0.1
H 0.2 0.2 0.3
H 0.8 -0.6 0.2
H 0.6 0.0 -0.1
O -1.4 0.2 -0.8
C 1.2 0.0 0.0
O -1.1 0.2 1.8
C 1.2 -0.7 1.2
C 0.1 -1.0 0.8
C 0.9 0.3 0.3
C -1.1 0.4 -1.2
C -1.3 0.1 0.0
N 0.7 -0.3 -1.9
C 0.5 0.2 0.4
O 0.1 -0.6 -1.1
O -0.6 0.3 0.7
H 0.9 -0.1 -0.5
H 0.0 0.2 -1.4
H -0.3 0.2 0.2
H -0.2 0.1 0.4
H 0.2 0.2 0.5
C -0.2 0.3 1.1
N 0.1 0.4 -0.2
C 0.4 -0.7 0.4
S -0.6 0.2 0.0
N 0.0 -0.6 -0.7
C -0.5 -0.7 0.9
H -0.5 0.3 -0.8
H -0.4 0.1 0.5
H 0.2 0.3 0.1
H 0.8 -0.4 0.4
H 0.3 -0.2 -0.2
H 0.1 0.2 -0.7
H 0.6 0.4 0.0
H -0.3 0.2 -0.3
C -0.7 0.9 -1.5
Si -0.4 -0.4 1.0
C 1.4 0.0 -0.5
C 0.0 0.3 -0.5
Sb 0.3 0.0 -0.3
Si 1.8 -0.4 -0.2
C -0.8 0.2 0.4
C -0.6 1.0 -0.7
C -1.3 -0.4 -0.3
Si -0.8 -0.3 -0.7
C 2.0 0.2 -0.1
C -1.4 -0.3 0.0
C 1.8 -0.1 1.2
H -0.7 0.4 -0.4
H 0.5 0.3 0.5
H 0.7 -1.2 1.0
H -0.8 0.5 0.9
H 0.3 -0.6 0.1
H -0.2 0.4 -0.5
H 0.1 0.0 0.3
H -0.4 0.0 0.1
H 0.0 -0.5 -0.2
H 0.2 0.5 -0.7
H 0.0 -0.3 0.3
H -0.2 -0.2 0.6
H 0.1 -0.7 0.5
H 0.1 -0.2 0.1
H 0.1 -0.2 -0.3
H -0.1 -0.1 0.0
H 0.6 0.8 0.2
H 0.4 0.0 -0.1
H -0.8 -0.3 0.9
H -0.2 0.1 0.0
H -0.5 0.3 -0.5
H 0.8 -0.5 0.1
H 0.5 -0.2 -0.5
H 0.7 0.9 0.2
H -1.3 0.3 0.5
H -0.1 0.5 -0.2
H -0.7 -0.5 -0.9

Computed properties:
Lowest unoccupied orbital energy   -6.194 eV
Frontier orbital gap   6.6 eV
Energy relative to the best compared isomer or geometry (same formula, charge and spin)   0.0 kJ/mol
Net charge   +2
Highest occupied orbital energy   -0.471 hartree

Below is C25H46MnN6O2SSi as an isolated structure in a non-equilibrium geometry, with properties calculated with wB97M-V/def2-TZVPD.

Element x y z (Å)
Mn1 -0.31354 -0.08076 0.02887
N1 2.99378 -1.69257 1.13126
C1 3.26693 -0.97103 0.04008
S1 2.04154 -0.63681 -1.12078
N2 4.51890 -0.55616 -0.11658
C2 5.04183 0.35746 -1.09777
C3 4.89743 0.12578 -2.45575
C4 5.43010 1.04227 -3.35110
C5 6.11482 2.15918 -2.89335
C6 6.28385 2.35850 -1.53018
C7 5.74545 1.45600 -0.62639
H1 2.04555 -1.96543 1.31344
H2 3.68956 -1.89479 1.83159
H3 5.15425 -0.75053 0.64665
H4 4.40338 -0.76593 -2.81226
H5 5.32964 0.86592 -4.41351
H6 6.53543 2.86260 -3.59880
H7 6.83811 3.21331 -1.16748
H8 5.87229 1.60785 0.43925
C8 -1.05401 -4.40376 -1.19727
C9 -0.99261 -3.52488 0.04811
C10 -2.37172 -3.34062 0.65101
C11 -0.03342 -4.11002 1.08018
N3 -0.34986 -2.21406 -0.33756
N4 -1.04388 -1.38933 -1.26328
H9 -1.51005 -5.36041 -0.94478
H10 -0.05886 -4.60315 -1.60084
H11 -1.66694 -3.95206 -1.98047
H12 -2.65737 -4.27111 1.14144
H13 -3.13407 -3.13448 -0.10094
H14 -2.38446 -2.55220 1.39925
H15 -0.37344 -5.09933 1.38121
H16 0.00342 -3.48310 1.97454
H17 0.97487 -4.22461 0.67161
H18 0.56642 -2.40303 -0.74408
H19 -2.04219 -1.60930 -1.29013
H20 -0.66931 -1.43325 -2.21009
C12 0.51624 4.66669 -0.50873
C13 1.12371 3.46859 0.21630
C14 2.49107 3.11900 -0.35547
C15 1.22195 3.72744 1.71338
N5 0.21437 2.28555 0.09185
N6 0.11156 1.64249 -1.18170
H21 1.19582 5.51808 -0.47627
H22 -0.42212 4.97566 -0.04214
H23 0.32884 4.44929 -1.56394
H24 3.20132 3.90097 -0.08912
H25 2.48972 3.05554 -1.44653
H26 2.86118 2.17634 0.05244
H27 1.83710 4.60673 1.90168
H28 1.66495 2.87128 2.22278
H29 0.23608 3.91709 2.14558
H30 -0.72210 2.59766 0.32726
H31 1.06345 1.47393 -1.50005
H32 -0.36875 2.20338 -1.88546
C16 -0.62621 -0.96301 4.16137
O1 -1.27432 -0.96388 2.84718
C17 -0.59499 -0.47270 1.86791
O2 0.56974 -0.06459 1.87925
H33 -1.37563 -1.34350 4.84458
H34 -0.33765 0.05340 4.41479
H35 0.24487 -1.61271 4.13420
C18 -2.86188 1.51576 1.97338
Si1 -2.65789 0.74073 0.29288
C19 -2.85230 2.05842 -1.02919
C20 -3.94767 -0.53409 -0.08709
C21 -4.22610 -0.88367 -1.41642
C22 -5.23506 -1.78435 -1.72781
C23 -6.00283 -2.33435 -0.70941
C24 -5.76595 -1.97597 0.61059
C25 -4.74609 -1.08654 0.91746
H36 -3.65131 2.27046 1.92894
H37 -1.94739 2.00911 2.31147
H38 -3.14176 0.78493 2.73104
H39 -3.92904 2.23220 -1.10867
H40 -2.51063 1.75455 -2.01896
H41 -2.39691 3.01922 -0.78079
H42 -3.67626 -0.42056 -2.23287
H43 -5.43893 -2.03877 -2.75957
H44 -6.79891 -3.02706 -0.94764
H45 -6.38003 -2.38714 1.40075
H46 -4.57511 -0.82772 1.95565

Force components x, y, z for each atom (eV/Å):
Mn 1.4 -1.4 -0.4
N 0.0 -0.1 -0.1
C 0.0 0.1 0.0
S 0.1 0.2 -0.1
N 0.0 0.1 0.1
C -0.1 0.0 0.0
C 0.1 0.0 0.0
C 0.0 0.0 0.0
C 0.0 0.0 0.0
C 0.0 0.0 0.0
C 0.0 0.0 0.0
H 0.0 0.0 0.0
H 0.0 0.0 0.0
H 0.0 -0.1 0.0
H 0.0 0.0 0.0
H 0.0 0.0 0.0
H 0.0 0.0 0.0
H 0.0 0.0 0.0
H 0.0 0.0 0.0
C 0.0 0.0 0.0
C 0.2 -0.1 0.0
C 0.0 0.1 0.0
C 0.0 0.0 0.0
N -0.3 0.4 0.1
N -0.4 0.1 -0.6
H 0.0 0.0 0.0
H 0.0 0.0 0.0
H 0.0 0.0 0.0
H 0.0 0.0 0.0
H 0.0 0.0 0.0
H 0.0 0.0 0.0
H 0.0 0.0 0.0
H 0.0 0.0 0.0
H 0.0 0.0 0.0
H 0.0 0.1 0.0
H 0.0 0.0 0.2
H 0.1 -0.1 0.1
C 0.0 0.0 0.0
C 0.1 0.0 -0.1
C 0.0 0.0 0.0
C 0.0 0.0 0.0
N -0.2 -0.1 0.3
N -0.2 0.2 0.0
H 0.0 0.0 0.0
H 0.0 0.0 0.0
H 0.0 0.0 0.0
H 0.0 0.0 0.0
H 0.0 0.0 0.0
H 0.0 0.0 0.0
H 0.0 0.0 0.0
H 0.0 0.0 0.0
H 0.0 0.0 0.0
H 0.0 0.1 0.0
H 0.0 0.0 -0.1
H -0.1 0.0 0.1
C 0.0 0.0 0.0
O 0.1 0.0 0.1
C -0.5 0.8 -0.1
O -0.1 -0.4 0.2
H 0.0 0.0 0.0
H 0.0 0.0 0.0
H 0.0 0.0 0.0
C -0.2 0.1 0.1
Si 0.2 0.1 0.2
C 0.0 0.0 -0.1
C -0.1 -0.1 0.0
C 0.0 0.0 0.0
C 0.0 0.0 0.0
C 0.0 0.0 0.0
C 0.0 0.0 0.0
C 0.0 -0.1 0.0
H 0.0 0.0 0.0
H 0.0 0.0 0.0
H 0.0 0.0 0.0
H 0.0 0.0 0.0
H 0.0 0.0 0.0
H 0.0 0.0 0.0
H 0.0 0.0 0.0
H 0.0 0.0 0.0
H 0.0 0.0 0.0
H 0.0 0.0 0.0
H 0.0 0.0 0.0

Computed properties:
Lowest unoccupied orbital energy (spin up / spin down)   -6.026 / -5.587 eV
Frontier orbital gap (spin up / spin down)   7.8 / 8.2 eV
Energy relative to the best compared isomer or geometry (same formula, charge and spin)   0.0 kJ/mol
Net charge   +2
Multiplicity   2
Highest occupied orbital energy (spin up / spin down)   -0.507 / -0.507 hartree

Below is C25H46P2Ti as an isolated structure in a non-equilibrium geometry, with properties calculated with wB97M-V/def2-TZVPD.

Element x y z (Å)
Ti1 0.00000 0.00000 0.00000
C1 -0.76970 -1.93430 0.80740
C2 0.60960 -2.06580 0.37380
C3 0.52870 -0.47300 2.08380
C4 -0.82410 -0.94820 1.83240
C5 1.40420 -1.18730 1.20250
C6 -1.91720 -2.78000 0.34360
H1 -1.69860 -3.26160 -0.61280
H2 -2.83180 -2.19180 0.22980
H3 -2.12150 -3.57740 1.07090
C7 -2.03970 -0.49020 2.57530
H4 -2.95170 -0.70490 2.01210
H5 -1.99840 0.58920 2.74940
H6 -2.11220 -0.99770 3.54660
C8 0.90750 0.52150 3.13720
H7 0.96160 0.05180 4.12910
H8 0.17170 1.33070 3.18030
H9 1.88340 0.96720 2.92410
C9 2.90200 -1.14440 1.23320
H10 3.28030 -1.78700 2.03950
H11 3.27560 -0.13290 1.41520
H12 3.33160 -1.50770 0.29630
C10 1.14320 -3.10710 -0.56370
H13 1.51630 -3.98410 -0.01510
H14 1.96860 -2.71300 -1.16370
H15 0.36820 -3.45420 -1.25260
C11 -2.18000 1.00630 -7.19450
C12 -2.06700 -0.32530 -7.26660
C13 -1.06920 -1.17750 -8.00600
C14 0.23670 -0.49720 -8.47260
C15 1.04000 0.08490 -7.33440
C16 0.90980 1.27660 -6.73930
C17 -0.05420 2.40040 -7.01520
C18 -1.31780 2.06540 -7.83820
H16 -1.56370 -1.63180 -8.87910
H17 0.01630 0.25480 -9.23220
H18 -0.80570 -2.02050 -7.35170
H19 -1.03880 1.78960 -8.85670
H20 -2.98290 1.39120 -6.56520
H21 -2.80400 -0.90390 -6.70800
H22 -1.90690 2.98610 -7.92540
H23 -0.37130 2.80930 -6.04550
H24 1.60070 1.48680 -5.92190
H25 0.48580 3.22120 -7.51330
H26 0.84520 -1.26090 -8.97140
H27 1.80870 -0.57600 -6.93290
P1 -1.08790 0.07250 -1.99200
P2 1.48630 1.31960 -1.08100
C19 -0.28170 1.27090 -3.18540
C20 0.60250 2.25580 -2.41360
H28 -1.04170 1.78430 -3.78450
H29 0.32800 0.67150 -3.87240
H30 1.30640 2.78030 -3.07030
H31 -0.01390 2.99290 -1.88940
C21 2.32740 2.64820 -0.13340
H32 3.02350 2.24130 0.60850
H33 1.57760 3.25990 0.37760
H34 2.86260 3.27400 -0.85210
C22 2.89710 0.57030 -2.00480
H35 3.31170 1.27360 -2.73580
H36 2.55580 -0.33120 -2.52130
H37 3.68580 0.28350 -1.30470
C23 -2.84470 0.62080 -1.97660
H38 -3.45820 0.00090 -1.31310
H39 -3.22120 0.57880 -3.00150
H40 -2.88540 1.66160 -1.64100
C24 -1.20750 -1.42560 -3.06080
H41 -0.23030 -1.91310 -3.11590
H42 -1.53540 -1.15670 -4.07130
H43 -1.92650 -2.13140 -2.63700
C25 -1.16770 1.81140 0.58320
H44 -0.75130 2.30020 1.47970
H45 -2.22660 1.53850 0.75660
H46 -1.19120 2.58070 -0.20010

Force components x, y, z for each atom (eV/Å):
Ti -2.3 1.7 3.0
C 0.9 -0.6 0.0
C -0.5 -0.8 1.7
C -0.8 -1.5 0.5
C 1.0 0.2 0.8
C -0.1 -0.4 0.2
C -0.1 0.0 -0.2
H -0.1 0.0 0.2
H 0.0 -0.1 0.0
H 0.1 0.2 -0.1
C -0.1 0.1 0.0
H 0.1 0.0 0.1
H -0.1 -0.3 0.1
H 0.0 0.1 -0.2
C 0.1 0.3 -0.2
H -0.1 0.0 -0.3
H 0.1 -0.2 0.2
H -0.1 -0.1 0.1
C 0.2 0.0 -0.1
H -0.1 0.1 -0.2
H 0.0 -0.1 0.0
H 0.0 0.0 0.1
C 0.0 0.2 -0.4
H -0.1 0.3 0.0
H 0.0 -0.1 0.0
H 0.1 0.0 0.1
C 0.1 -0.3 0.2
C 0.0 0.3 0.2
C 0.1 0.0 -0.1
C -0.1 0.0 -0.1
C -0.1 0.2 0.3
C -0.1 -0.4 -0.1
C -0.1 0.0 -0.2
C 0.1 0.1 0.0
H 0.1 0.1 0.2
H 0.1 -0.2 0.1
H 0.0 0.1 -0.1
H -0.1 0.1 0.2
H 0.0 0.0 -0.1
H 0.0 0.1 -0.1
H 0.1 -0.2 0.0
H 0.0 0.0 -0.1
H 0.1 0.0 -0.1
H -0.1 -0.2 0.1
H -0.1 0.2 0.1
H 0.0 0.1 -0.1
P -2.8 -0.3 -5.2
P 4.1 3.2 -2.4
C 0.3 -0.1 0.4
C -0.4 -0.2 0.4
H 0.0 -0.2 0.1
H -0.2 0.0 0.0
H 0.0 -0.1 0.2
H 0.1 0.1 -0.2
C -0.4 -0.1 0.3
H -0.1 0.1 -0.2
H 0.1 -0.1 0.0
H 0.0 -0.1 0.1
C -0.3 -0.4 0.2
H -0.2 0.0 0.2
H 0.1 0.1 -0.1
H -0.1 0.0 0.0
C 0.2 0.3 0.4
H 0.1 0.1 -0.2
H 0.1 -0.2 0.1
H -0.1 -0.2 0.0
C 0.2 -0.1 0.3
H -0.1 0.0 -0.1
H 0.1 0.1 0.2
H 0.1 0.1 0.0
C 0.4 -0.7 -0.3
H -0.2 -0.3 -0.2
H 0.5 0.0 0.1
H 0.1 -0.1 0.0

Computed properties:
Lowest unoccupied orbital energy   -8.382 eV
Frontier orbital gap   4.9 eV
Energy relative to the best compared isomer or geometry (same formula, charge and spin)   91.6 kJ/mol
Net charge   +2
Highest occupied orbital energy   -0.489 hartree